C5H5FLiO4Pd as an isolated structure, computed with wB97M-V/def2-TZVPD.

Computed properties:
**Total charge**: +2
**F_max**: 12.27 eV Å⁻¹
**<S²>**: 3.763
**Highest occupied orbital energy (alpha / beta)**: -12.78 / -16.62 eV
**E_tot**: -19834.141 eV
**Spin multiplicity**: 4
**HOMO-LUMO gap (alpha / beta)**: 3.86 / 3.06 eV

Each line ends with the natural charge from an NBO analysis.
Positions of all 17 atoms, in Å:
H (-3.595, 1.884, -0.152)  0.31
O (-2.658, 0.322, 0.927)  -0.33
O (-1.163, -0.242, -0.527)  -0.35
O (-1.128, -1.218, 1.512)  -0.50
C (-2.792, 1.157, -0.174)  0.28
C (-2.007, 0.662, -1.135)  0.28
C (-1.654, -0.508, 0.687)  0.98
H (-1.820, 0.923, -2.169)  0.31
C (1.879, -0.668, -0.941)  -0.01
C (2.245, 0.232, 0.171)  -0.02
O (1.926, -0.010, 1.335)  -0.75
Pd (2.015, 0.984, 2.652)  0.70
Li (0.722, -1.768, 1.479)  0.94
F (1.266, -1.806, -0.442)  -0.40
H (2.779, -0.959, -1.503)  0.22
H (2.816, 1.138, -0.091)  0.18
H (1.170, -0.124, -1.630)  0.16